one:
The following is a quantum chemistry calculation of a cluster of 13 separate species, C6H39N2O12 in total, from the Open Molecules 2025 dataset.

Summary:
* total charge: +1
* 2S+1: 1
* gap between HOMO and LUMO: 7.56 eV
* E_HOMO: -9.9 eV

Positions of all 59 atoms, in Å:
1 C -3.75 2.02 0.48
2 C -4.01 1.14 1.73
3 C -2.81 1.24 2.75
4 N 0.17 -0.55 1.09
5 C -0.71 0.41 1.69
6 C -1.73 0.25 2.53
7 C -1.94 -1.03 3.29
8 N -2.67 1.51 -0.49
9 H -4.71 2.22 -0.07
10 H -3.49 3.00 0.93
11 H -4.91 1.51 2.19
12 H -4.13 0.05 1.63
13 H -2.55 2.33 2.71
14 H -3.23 1.12 3.74
15 H 1.01 -0.22 0.60
16 H 0.47 -1.41 1.60
17 H -0.50 1.44 1.49
18 H -1.36 -1.95 2.90
19 H -2.98 -1.38 3.53
20 H -1.97 -0.98 4.37
21 H -2.78 0.47 -0.55
22 H -1.72 1.72 -0.17
23 H -2.83 1.93 -1.38
24 H 0.49 3.03 -0.51
25 H 0.39 1.61 -1.17
26 O 0.10 2.15 -0.43
27 H 2.28 2.25 -3.65
28 H 2.03 0.66 -3.59
29 O 1.84 1.53 -3.22
30 H 1.49 -3.89 -3.45
31 H 0.76 -3.77 -2.18
32 O 1.53 -3.39 -2.62
33 H -0.22 -5.08 1.88
34 H 0.30 -3.52 1.86
35 O -0.37 -4.16 1.66
36 H -2.27 -2.55 -1.70
37 H -1.44 -1.68 -0.79
38 O -2.17 -1.62 -1.45
39 H 3.26 -3.82 1.44
40 H 2.14 -3.39 0.51
41 O 2.58 -3.16 1.32
42 H -1.38 1.94 -3.22
43 H -1.71 0.58 -3.69
44 O -1.97 1.20 -3.00
45 H 2.22 -1.94 3.35
46 H 1.12 -2.29 4.22
47 O 1.30 -2.21 3.27
48 H 3.13 1.56 1.08
49 H 3.15 0.95 -0.34
50 O 2.57 1.18 0.40
51 H 3.47 0.82 -2.12
52 H 4.97 0.34 -2.04
53 O 4.32 0.96 -1.70
54 H 1.80 4.18 -1.29
55 H 2.14 5.31 -0.20
56 O 1.53 5.01 -0.88
57 H 2.27 -1.82 -2.63
58 H 3.21 -1.49 -3.75
59 O 2.38 -1.11 -3.33

---

two:
The following is a quantum chemistry calculation of a cluster of 13 separate species, C6H39N2O12 in total, from the Open Molecules 2025 dataset.

Summary:
* total charge: +1
* 2S+1: 1
* gap between HOMO and LUMO: 8.77 eV
* E_HOMO: -11.1 eV

Positions of all 59 atoms, in Å:
1 C 2.66 0.65 1.15
2 C 1.80 1.51 2.05
3 C 0.27 1.35 1.85
4 N -1.52 0.93 -1.44
5 C -0.81 0.66 -0.26
6 C -0.25 1.62 0.47
7 C -0.38 3.09 0.09
8 N 2.13 -0.73 1.01
9 H 2.60 1.07 0.15
10 H 3.72 0.68 1.38
11 H 1.94 1.29 3.10
12 H 2.12 2.52 1.91
13 H 0.03 0.35 2.19
14 H -0.19 2.06 2.54
15 H -2.25 0.26 -1.66
16 H -1.93 1.86 -1.45
17 H -0.75 -0.38 -0.01
18 H -1.39 3.47 0.17
19 H -0.01 3.14 -0.94
20 H 0.31 3.69 0.67
21 H 2.15 -1.18 1.94
22 H 2.64 -1.31 0.33
23 H 1.14 -0.69 0.76
24 H 1.17 -3.46 0.84
25 H 0.40 -3.87 2.03
26 O 0.97 -3.15 1.74
27 H 1.22 -1.99 -2.61
28 H 2.38 -2.30 -1.73
29 O 1.42 -2.22 -1.67
30 H 1.35 -0.38 -4.02
31 H 1.23 -1.49 -5.13
32 O 1.48 -1.33 -4.21
33 H -1.64 3.23 4.13
34 H -2.66 2.34 3.24
35 O -2.54 2.88 4.04
36 H 0.51 1.96 -4.18
37 H 0.05 1.02 -3.08
38 O 0.85 1.27 -3.60
39 H -4.09 2.09 -0.22
40 H -4.23 3.50 0.27
41 O -3.94 3.00 -0.50
42 H 2.51 1.43 -2.35
43 H 3.44 1.40 -3.44
44 O 3.39 1.06 -2.53
45 H -2.78 0.40 2.62
46 H -4.25 0.86 2.67
47 O -3.43 0.97 2.17
48 H -1.22 -1.45 4.00
49 H -1.55 -2.09 2.68
50 O -1.41 -1.22 3.08
51 H -2.54 -3.03 0.27
52 H -2.52 -4.13 1.27
53 O -1.96 -3.41 0.95
54 H 4.73 -1.72 -1.35
55 H 3.60 -0.59 -1.90
56 O 3.94 -1.19 -1.20
57 H -1.39 -2.92 -2.21
58 H -1.48 -4.42 -1.71
59 O -1.97 -3.62 -1.91

---

The structure with the greatest stability is two.

---

one:
The following is a quantum chemistry calculation of an isolated molecule of C2H5N3S, from the Open Molecules 2025 dataset.

Summary:
* 2S+1: 1
* SMILES: N/N=C/C(N)=S
* gap between HOMO and LUMO: 8.52 eV
* E_HOMO: -8.5 eV

Positions of all 11 atoms, in Å:
1 N -2.20 -0.57 -0.16
2 N -1.00 0.04 0.00
3 C 0.09 -0.62 -0.02
4 C 1.42 0.05 -0.12
5 N 1.31 1.38 -0.01
6 S 2.81 -0.82 -0.05
7 H -2.90 -0.04 0.30
8 H -2.22 -1.54 0.12
9 H 0.07 -1.76 0.12
10 H 2.15 1.97 0.08
11 H 0.48 1.92 -0.25

---

two:
The following is a quantum chemistry calculation of an isolated molecule of C2H5N3S, from the Open Molecules 2025 dataset.

Summary:
* 2S+1: 1
* SMILES: [H]/N=C(\N)SN=C
* gap between HOMO and LUMO: 9.70 eV
* E_HOMO: -9.1 eV

Positions of all 11 atoms, in Å:
1 H -2.95 0.76 -1.14
2 N -2.47 0.97 -0.19
3 C -1.36 0.39 -0.22
4 N -0.87 -0.48 -1.26
5 S -0.04 0.90 0.79
6 N 1.20 -0.41 0.75
7 C 2.34 -0.10 1.33
8 H -0.08 -1.10 -1.15
9 H -1.48 -0.76 -2.22
10 H 3.00 -0.97 1.30
11 H 2.72 0.80 2.01

---

The structure with the greatest stability is one.

---

one:
The following is a quantum chemistry calculation of a cluster of 2 separate species, C4H11S in total, from the Open Molecules 2025 dataset.

Summary:
* total charge: -1
* 2S+1: 1
* gap between HOMO and LUMO: 5.77 eV
* E_HOMO: -2.1 eV

Positions of all 16 atoms, in Å:
1 C -1.24 3.47 -0.18
2 S -0.67 1.73 -0.28
3 H -0.49 4.07 0.34
4 H -2.16 3.58 0.41
5 H -1.38 3.87 -1.18
6 C 0.75 -3.57 0.53
7 C 0.41 -2.19 -0.10
8 C 1.45 -1.13 0.27
9 H 0.53 -3.49 1.59
10 H 0.03 -4.32 0.18
11 H 1.78 -3.85 0.35
12 H 0.39 -2.28 -1.19
13 H -0.60 -1.97 0.25
14 H 1.46 -0.34 -0.48
15 H 2.44 -1.55 0.34
16 H 1.21 -0.68 1.23

---

two:
The following is a quantum chemistry calculation of a cluster of 2 separate species, C4H11S in total, from the Open Molecules 2025 dataset.

Summary:
* total charge: -1
* 2S+1: 1
* gap between HOMO and LUMO: 6.02 eV
* E_HOMO: -2.1 eV

Positions of all 16 atoms, in Å:
1 C -1.45 3.63 1.05
2 S -0.31 2.34 0.46
3 H -2.28 3.77 0.36
4 H -0.95 4.59 1.19
5 H -1.85 3.38 2.05
6 C 1.87 -1.59 -0.15
7 C 0.40 -1.22 -0.06
8 C -0.46 -1.93 -1.11
9 H 2.26 -1.60 -1.17
10 H 2.48 -0.90 0.43
11 H 2.01 -2.62 0.21
12 H 0.08 -1.43 0.96
13 H 0.22 -0.15 -0.17
14 H -1.50 -1.62 -0.98
15 H -0.42 -3.02 -0.98
16 H -0.10 -1.63 -2.08

---

The structure with the greatest stability is two.

---

one:
The following is a quantum chemistry calculation of a structure of composition CH3INOP, from the Open Molecules 2025 dataset.

Summary:
* 2S+1: 1
* gap between HOMO and LUMO: 8.71 eV
* E_HOMO: -8.9 eV

Positions of all 8 atoms, in Å:
1 C 0.81 1.39 -0.36
2 N -1.48 -0.33 0.27
3 O 0.93 0.33 0.41
4 P -0.08 -0.81 -0.20
5 I 1.12 3.13 0.75
6 H -2.17 -1.04 0.44
7 H 0.62 -1.93 0.25
8 H 0.24 -0.75 -1.56

---

two:
The following is a quantum chemistry calculation of an isolated molecule of CH3INOP, from the Open Molecules 2025 dataset.

Summary:
* 2S+1: 1
* SMILES: O=C(I)NP
* gap between HOMO and LUMO: 9.28 eV
* E_HOMO: -9.2 eV

Positions of all 8 atoms, in Å:
1 O 1.92 -0.25 0.05
2 C 1.10 0.20 0.72
3 I 1.32 1.36 2.46
4 N -0.42 0.32 0.21
5 P -0.88 -0.96 -0.92
6 H -1.13 0.15 0.90
7 H 0.03 -0.61 -1.91
8 H -1.94 -0.21 -1.52

---

The structure with the greatest stability is two.